[1]
# C25H27N3O6S

An isolated molecule of C25H27N3O6S (ωB97M-V/def2-TZVPD, the Open Molecules 2025 dataset).

Structure (XYZ):
```
62
Properties=species:S:1:pos:R:3:forces:R:3:mulliken_charge:R:1
O 1.072321 -0.177008 -0.100296 -0.142 0.498 -0.138 -0.68
C 1.558506 -1.298149 -0.003602 0.556 -0.578 0.187 0.06
C 1.999482 -2.117016 -1.202419 -0.140 0.184 -0.275 -0.80
C 1.297960 -1.681748 -2.489411 -0.099 -0.102 0.195 -0.37
C -0.137825 -2.205996 -2.566909 0.406 -0.160 -0.424 -1.58
N -0.955866 -1.705607 -1.478383 -0.194 -0.238 0.159 0.03
C -1.460189 -0.440982 -1.493974 -0.488 0.707 0.292 0.03
S -1.283741 0.467066 -2.990180 -0.027 0.103 -0.382 -0.16
C -2.218702 1.974765 -2.584736 -0.104 -0.289 -0.229 -0.48
C -1.486682 3.251709 -2.966519 -0.270 -0.209 -0.092 0.48
O -2.004112 4.008131 -3.762161 0.013 -0.084 0.058 -0.64
C -0.192994 3.530329 -2.331467 0.585 0.470 0.069 -0.06
C 0.501770 4.669229 -2.747733 -0.218 -0.217 -0.007 -0.98
C 1.720428 5.000166 -2.195427 0.231 -0.093 0.220 -0.80
C 2.282146 4.189896 -1.218106 -0.372 -0.368 0.027 0.49
O 3.479860 4.495248 -0.671562 0.079 -0.054 0.082 -0.63
C 1.595623 3.035814 -0.797189 0.078 0.219 -0.096 0.39
O 2.206509 2.274088 0.155425 0.004 0.176 0.010 -0.68
C 0.366406 2.721366 -1.337461 0.010 0.194 -0.063 0.86
N -2.071998 0.122315 -0.512923 0.096 0.206 -0.322 -0.06
C -2.280126 -0.589442 0.630742 0.140 -0.658 0.212 0.00
C -2.933432 0.012955 1.712671 0.012 -0.077 0.069 -0.58
C -3.194716 -0.720489 2.846087 -0.008 0.134 -0.057 -0.46
C -2.826472 -2.063990 2.929968 0.048 -0.211 0.007 -0.73
C -2.166196 -2.664154 1.882332 -0.043 -0.033 -0.052 -0.30
C -1.872981 -1.930159 0.731089 -0.188 0.384 0.229 0.42
C -1.111901 -2.524985 -0.356514 -0.117 -0.106 -0.016 0.57
O -0.618400 -3.637497 -0.329144 0.018 -0.133 0.062 -0.72
N 1.784270 -1.866505 1.186107 -0.005 -0.146 0.196 0.03
C 1.425729 -1.241438 2.438585 -0.118 -0.143 0.287 -0.86
C 0.937865 -2.306046 3.424109 -0.300 0.438 -0.249 0.61
C 0.476371 -1.696965 4.759239 0.136 -0.160 -0.102 -0.61
C 1.137014 -2.600166 5.800986 0.150 -0.066 -0.211 -0.66
C 2.396033 -3.040482 5.057643 0.099 0.050 0.400 -0.54
O 1.988135 -3.221171 3.716193 0.029 -0.145 -0.246 -0.49
H 3.077340 -1.966072 -1.307389 -0.005 -0.004 0.059 0.56
H 1.816812 -3.174438 -1.007234 0.087 -0.012 0.038 0.47
H 1.842030 -2.064312 -3.353007 0.017 0.018 -0.026 0.50
H 1.292617 -0.591267 -2.541306 0.085 -0.043 -0.074 0.14
H -0.142718 -3.295966 -2.480345 -0.074 0.209 -0.117 0.57
H -0.595599 -1.910897 -3.514225 -0.009 -0.133 0.083 0.56
H -3.158078 1.935188 -3.137575 0.090 0.085 0.123 0.51
H -2.404902 1.916774 -1.510555 -0.024 0.083 -0.065 0.34
H 0.059797 5.285567 -3.514957 -0.031 0.057 -0.052 0.48
H 2.260167 5.878667 -2.510206 0.071 0.117 -0.043 0.43
H 3.688729 3.802863 -0.026362 -0.009 0.055 -0.060 0.35
H 1.740632 1.416064 0.209539 0.120 -0.068 0.020 0.40
H -0.134920 1.843194 -0.964455 -0.098 -0.101 0.049 -0.01
H -3.229929 1.046428 1.628388 -0.026 0.113 -0.032 0.51
H -3.703328 -0.255926 3.678180 -0.048 0.050 0.061 0.44
H -3.065691 -2.631567 3.816858 -0.015 -0.060 0.068 0.44
H -1.875829 -3.704104 1.913633 0.047 -0.075 0.035 0.44
H 2.163084 -2.798773 1.257603 -0.007 0.012 -0.220 0.36
H 2.297073 -0.723600 2.858511 -0.138 0.039 0.065 0.31
H 0.636892 -0.509847 2.243789 0.062 -0.049 0.053 0.33
H 0.138062 -2.881714 2.943497 0.123 0.100 0.069 -0.06
H -0.607755 -1.677985 4.837131 -0.035 0.069 -0.021 0.23
H 0.849783 -0.676206 4.849757 -0.023 0.076 0.015 0.38
H 1.358789 -2.086329 6.732702 -0.014 -0.004 0.075 0.39
H 0.508247 -3.465944 6.008595 0.005 -0.028 0.052 0.27
H 2.808923 -3.987109 5.407595 0.028 0.078 0.015 0.34
H 3.173221 -2.264549 5.119973 -0.033 -0.077 0.031 0.27
```
Positions in Å, forces in eV/Å.

## Properties
- electronic energy (Eh) = -1982.8526
- lowest unoccupied orbital energy (eV) = 0.281
- SMILES = O=C(CCCn1c(SCC(=O)c2ccc(O)c(O)c2)nc2ccccc2c1=O)NC[C@@H]1CCCO1
- strongest force on any atom (hartree/bohr) = 0.0176
- Kohn-Sham gap (eV) = 8.4
- charge = 0
- HOMO level (eV) = -8.1

---

[2]
# C5H8O4

An isolated molecule of C5H8O4 in a non-equilibrium geometry (ωB97M-V/def2-TZVPD, the Open Molecules 2025 dataset).

Structure (XYZ):
```
17
Properties=species:S:1:pos:R:3:forces:R:3:mulliken_charge:R:1
O 1.254540 -2.190566 -1.005800 -0.808 1.476 -1.178 -0.48
C 1.303549 -1.388132 -1.931339 1.339 -1.702 1.193 0.13
O 0.962967 -0.096291 -1.911414 -0.509 -0.469 -2.219 -0.32
C -0.042605 0.246550 -0.957592 2.317 -0.716 1.733 -0.55
C 0.825288 0.449846 0.295244 0.207 0.733 1.134 -0.19
C -0.006493 1.116056 1.330599 -0.214 0.494 3.414 -0.59
O -0.875197 0.100922 1.996905 -0.763 -0.107 -1.521 -0.35
C -1.958388 -0.300303 1.238627 0.218 0.589 0.186 0.04
O -2.706677 0.397610 0.622807 0.257 1.158 -0.084 -0.46
H 1.804243 -1.740213 -2.851271 -0.291 0.817 -0.099 0.38
H -0.618896 -0.662883 -0.850146 -0.711 0.238 0.131 0.33
H -0.617903 1.151658 -1.155480 0.197 -0.322 -0.769 0.43
H 1.613130 1.279712 0.170229 -0.628 -1.681 -0.616 0.22
H 1.232825 -0.560845 0.682923 -0.381 1.950 -0.740 0.25
H -0.587718 1.980009 0.986501 -0.213 -0.462 -0.293 0.39
H 0.590718 1.569404 2.206191 -0.701 -1.062 -1.276 0.28
H -2.173378 -1.352529 1.133024 0.684 -0.934 1.004 0.48
```
Positions in Å, forces in eV/Å.

## Properties
- electronic energy (Eh) = -496.2318
- lowest unoccupied orbital energy (eV) = 0.825
- SMILES = O=COCCCOC=O
- strongest force on any atom (hartree/bohr) = 0.0672
- Kohn-Sham gap (eV) = 11.6
- charge = 0
- HOMO level (eV) = -10.8

---

Summary of energy relative to the best compared isomer or geometry (same formula, charge and spin) in eV
0.022 1.927
(order as listed above)